ORCA calculation (ωB97M-V/def2-TZVPD) on a structure of composition C35H66F6N7O13S2V in a non-equilibrium geometry.

Positions of all 130 atoms, in Å:
V 2.91121 5.56910 8.87494
C 3.67152 6.80899 12.82880
F 4.97354 6.98526 12.61549
F 3.39416 5.51620 12.87581
F 3.37907 7.32454 14.01911
S 2.55601 7.67936 11.49388
O 1.61502 8.51008 12.23153
O 3.55361 8.40475 10.66318
N 1.91544 6.38741 10.50890
S 0.74099 5.78474 11.33728
O 0.70888 4.31707 11.12651
O 0.49474 6.16361 12.72604
C -0.79137 6.47507 10.37193
F -1.08240 7.65728 10.75278
F -0.48430 6.53143 9.05721
F -1.86522 5.65690 10.54991
C -1.90844 7.54916 4.52389
O -1.60992 8.55785 5.15356
N -1.92018 6.27091 4.99246
C -2.31779 5.16203 4.11806
C -1.40079 5.94112 6.29285
H -2.24095 7.68113 3.48263
H -2.51803 4.25293 4.68511
H -1.48429 4.92701 3.45613
H -3.20338 5.48542 3.57103
H -2.23596 5.53138 6.86091
H -0.70433 5.10951 6.18574
H -0.97942 6.76534 6.86835
C 3.92914 2.81233 10.65017
O 3.78237 3.83231 9.92522
N 3.56054 1.56080 10.33032
C 3.70386 0.50403 11.35037
C 2.90821 1.19145 9.05250
H 4.23002 2.93864 11.70170
H 2.75618 0.03592 11.61658
H 4.16469 0.74435 12.30848
H 4.23325 -0.39022 11.02150
H 2.76798 2.05254 8.39908
H 3.54490 0.47176 8.53795
H 1.90467 0.79478 9.20630
C 6.15800 6.55060 9.41125
O 4.95552 6.14637 9.34920
N 7.27125 5.75842 9.36071
C 7.23723 4.27543 9.23813
C 8.57102 6.28528 9.77426
H 6.50322 7.59321 9.48871
H 7.66094 3.91512 8.30071
H 6.17612 4.02617 9.23955
H 7.72914 3.71240 10.03132
H 8.66027 5.98055 10.81699
H 9.34928 5.80973 9.17738
H 8.65298 7.36491 9.64860
C -4.03431 8.12918 8.56531
C -5.22689 7.59133 9.33229
O -6.36250 7.96011 9.10166
C -5.00228 6.44557 10.28742
H -3.85149 9.03631 9.14131
H -4.19028 8.39535 7.51988
H -3.20626 7.42607 8.65516
H -4.13237 5.80892 10.12611
H -5.95500 5.92141 10.36281
H -4.93469 6.88833 11.28114
C 1.11762 3.61560 15.00652
C 2.34063 2.68349 15.12712
O 2.92778 2.25895 14.14128
C 2.64489 2.15799 16.49934
H 0.55637 3.34264 14.11288
H 1.41436 4.65396 14.85870
H 0.45639 3.54769 15.87038
H 1.82713 1.64149 17.00193
H 2.93842 2.98417 17.14692
H 3.48397 1.46240 16.51395
C 0.21435 10.68760 9.64546
C -0.95358 10.70144 8.73389
O -2.10071 10.78696 9.17398
C -0.61819 10.90357 7.33426
H 0.90035 9.96388 9.20531
H 0.02959 10.27028 10.63529
H 0.80626 11.60017 9.71591
H -1.47716 10.65173 6.71227
H 0.24440 10.30327 7.04497
H -0.33268 11.95121 7.23932
C -0.45416 1.07382 7.30244
C -1.57012 1.99065 7.73129
O -2.74591 1.88189 7.26132
C -1.22884 3.04723 8.69697
H -0.84184 0.39411 6.54362
H -0.14599 0.42604 8.12311
H 0.45152 1.56298 6.94387
H -1.76214 2.82957 9.62234
H -1.48687 4.04717 8.34820
H -0.15727 3.03368 8.89611
C 5.75290 10.65928 10.02434
C 6.05366 10.34781 11.49597
O 6.94904 9.58160 11.83317
C 5.12681 10.72746 12.58813
H 4.67367 10.76605 9.91488
H 6.13631 9.81983 9.44431
H 6.29148 11.55807 9.72397
H 4.63772 11.66132 12.31104
H 5.56319 10.89580 13.57269
H 4.34375 9.98620 12.74764
C 7.82087 7.96705 14.34714
C 8.34349 8.95265 15.43043
O 7.81512 9.99042 15.69880
C 9.63440 8.63694 16.13076
H 8.55170 7.93286 13.53917
H 6.85732 8.36322 14.02662
H 7.75479 6.96153 14.76264
H 9.47832 7.62384 16.50141
H 9.87326 9.27446 16.98200
H 10.52348 8.61964 15.50041
C 5.66095 4.18555 14.87526
C 6.16529 3.08745 13.98638
N 6.56957 2.24501 13.31583
H 4.95660 4.76264 14.27612
H 6.49440 4.82938 15.15625
H 5.16608 3.68773 15.70915
C -2.72822 4.67854 14.15757
C -4.17294 4.87104 14.25195
N -5.30613 5.09616 14.32145
H -2.41036 3.83113 13.55013
H -2.40855 4.54331 15.19083
H -2.22544 5.54196 13.72191
C -1.73509 10.30180 13.37787
C -2.29393 9.09248 13.94385
N -2.71981 8.11174 14.40001
H -2.35907 10.67032 12.56365
H -0.70694 10.08477 13.08818
H -1.76726 11.04313 14.17629

net charge = +1
highest occupied orbital energy (alpha / beta) = -10.426 / -10.426 eV
spin multiplicity = 4
E_LUMO (alpha / beta) = -4.765 / -4.804 eV
Kohn-Sham gap (alpha / beta) = 5.661 / 5.622 eV
F_max = 7.60 eV/A